No. 1
C5H10N2O in the gas phase at a distorted geometry. Source: the Open Molecules 2025 dataset; level of theory: wB97M-V/def2-TZVPD.

## Properties
Spin multiplicity   1
SMILES string   C[C@@H]1[C@@H](CN)N1C=O
HOMO level   -8.55 eV

Geometry (Å):
1 O -1.72 1.47 -0.17
2 N 0.29 0.79 -0.24
3 N -1.82 -1.45 -0.23
4 C -0.79 -1.24 0.60
5 C -0.53 1.68 0.19
6 C 2.74 -0.19 -0.21
7 C 1.37 -0.04 0.49
8 C 0.35 -0.66 -0.26
9 H 1.07 0.07 1.43
10 H 0.05 2.76 0.36
11 H -0.68 -2.18 1.07
12 H 3.46 0.81 -0.45
13 H -0.98 -0.53 1.30
14 H -1.61 -2.06 -1.09
15 H -2.27 -0.61 -0.75
16 H 3.34 -0.88 0.45
17 H 0.56 -1.16 -1.28
18 H 2.72 -0.63 -1.30

***

No. 2
4 unconnected molecules or ions with the total composition C24H44N3O8S3 at a distorted geometry. Source: the Open Molecules 2025 dataset; level of theory: wB97M-V/def2-TZVPD.

## Properties
Charge   +1
Spin multiplicity   1
HOMO level   -11.70 eV

Geometry (Å):
1 S -2.63 1.56 3.38
2 S -5.29 -2.79 2.42
3 S 4.07 5.02 -2.76
4 O -5.76 -2.84 3.78
5 O -3.99 2.04 3.27
6 O 3.63 6.28 -2.24
7 O 1.56 -0.38 -4.78
8 O 2.87 0.58 -3.33
9 O -2.32 0.17 3.12
10 O -3.95 -3.21 2.09
11 O 4.37 3.91 -1.88
12 N 3.71 0.17 0.05
13 N 3.17 -0.21 -1.10
14 N 1.50 0.32 -3.88
15 C 0.51 -3.38 -1.06
16 C -0.93 -2.25 1.76
17 C -0.53 2.50 4.63
18 C 3.43 5.08 -5.30
19 C 2.99 -1.47 -1.44
20 C -6.61 -1.30 0.65
21 C 0.53 -1.81 1.87
22 C 5.45 5.29 -3.88
23 C -1.54 2.59 2.38
24 C -6.47 -3.62 1.37
25 C -1.94 2.02 4.96
26 C 3.89 -2.16 0.61
27 C 2.90 4.48 -4.01
28 C 3.04 -3.95 -0.97
29 C -1.43 -2.44 0.33
30 C -5.58 -1.13 1.77
31 C -0.87 -3.67 -0.41
32 C 4.06 -0.80 0.86
33 C -7.46 -2.53 0.98
34 C 2.76 0.91 -1.99
35 C 1.59 -4.38 -0.66
36 C 3.32 -2.53 -0.59
37 C 4.95 4.87 -5.27
38 C -0.66 3.36 3.37
39 H 1.41 -5.30 -1.22
40 H 0.40 -3.41 -2.15
41 H -5.96 -0.53 2.59
42 H -1.56 -3.87 -1.23
43 H -0.80 -4.53 0.26
44 H -1.13 4.31 3.62
45 H 1.91 4.82 -3.74
46 H 3.30 1.81 -1.71
47 H -1.98 1.16 5.63
48 H -1.55 -1.46 2.19
49 H 2.98 4.62 -6.17
50 H 1.70 1.10 -1.76
51 H -0.10 3.06 5.46
52 H -6.09 -1.45 -0.30
53 H 4.52 -0.48 1.79
54 H 0.78 -0.99 1.18
55 H -2.16 3.25 1.76
56 H 2.55 -1.67 -2.41
57 H 0.31 3.59 2.93
58 H -1.18 -1.52 -0.22
59 H 0.77 -2.35 -0.80
60 H 1.23 -2.63 1.69
61 H 3.27 -4.09 -2.03
62 H 6.29 4.70 -3.54
63 H -4.63 -0.73 1.43
64 H 1.51 -4.65 0.39
65 H 5.46 5.44 -6.05
66 H 3.21 6.15 -5.33
67 H 0.11 1.64 4.43
68 H 2.93 3.39 -4.04
69 H -2.52 -2.48 0.36
70 H -2.56 2.83 5.36
71 H -5.93 -4.01 0.51
72 H 4.18 -2.91 1.34
73 H 0.75 -1.45 2.88
74 H 5.69 6.35 -3.84
75 H -8.07 -2.84 0.13
76 H -7.22 -0.40 0.55
77 H -6.92 -4.45 1.93
78 H -8.12 -2.31 1.81
79 H -0.96 1.93 1.74
80 H 5.18 3.82 -5.44
81 H 3.72 -4.61 -0.43
82 H -1.08 -3.15 2.35

***

No. 3
8 unconnected molecules or ions with the total composition C20H56O8 at a distorted geometry. Source: the Open Molecules 2025 dataset; level of theory: wB97M-V/def2-TZVPD.

## Properties
Spin multiplicity   1
SMILES string   CC(C)O.CC(C)O.CC(C)O.CC(C)O.CC(C)O.CC(C)O.CO.CO
HOMO level   -9.71 eV

Geometry (Å):
1 O 37.35 38.63 38.76
2 O 33.15 34.26 40.30
3 O 31.58 43.65 43.09
4 O 30.15 41.42 43.68
5 O 31.43 38.94 43.41
6 O 33.89 37.70 45.06
7 O 29.81 36.78 36.85
8 O 31.03 35.57 48.79
9 C 36.28 40.15 37.22
10 C 31.71 42.70 40.91
11 C 33.54 42.20 42.71
12 C 35.23 39.30 39.34
13 C 34.86 38.83 44.93
14 C 29.75 38.16 37.28
15 C 28.81 38.26 38.43
16 C 31.17 35.99 47.43
17 C 30.58 36.80 42.82
18 C 36.11 38.96 38.17
19 C 28.82 41.78 44.05
20 C 31.24 38.07 42.29
21 C 32.82 32.00 39.88
22 C 32.33 33.16 40.69
23 C 32.52 37.98 41.57
24 C 31.14 38.65 37.59
25 C 32.13 35.09 46.75
26 C 29.85 36.12 46.79
27 C 32.37 33.01 42.23
28 C 32.49 43.29 42.17
29 H 33.17 38.04 44.57
30 H 36.58 40.91 37.66
31 H 30.38 36.01 42.18
32 H 33.02 41.35 43.02
33 H 29.14 37.64 39.24
34 H 31.76 35.80 49.29
35 H 31.65 32.18 42.82
36 H 31.32 33.34 40.46
37 H 32.85 39.01 41.43
38 H 31.00 39.75 43.47
39 H 28.65 42.88 43.61
40 H 33.29 37.46 42.25
41 H 37.94 38.10 38.14
42 H 30.93 43.40 40.87
43 H 28.28 41.02 43.59
44 H 34.41 41.88 42.10
45 H 33.11 34.99 47.17
46 H 31.51 38.04 38.49
47 H 31.92 34.10 42.62
48 H 34.44 39.65 44.22
49 H 34.12 42.51 43.56
50 H 31.90 34.15 46.38
51 H 33.33 32.84 42.54
52 H 32.55 37.39 40.70
53 H 29.67 36.96 43.38
54 H 28.83 39.29 38.93
55 H 33.19 44.05 41.95
56 H 32.50 35.58 45.85
57 H 30.57 38.60 41.42
58 H 31.33 41.76 41.05
59 H 35.59 40.27 39.75
60 H 34.22 39.23 38.99
61 H 29.15 36.68 47.40
62 H 29.74 36.67 45.81
63 H 36.97 39.80 36.49
64 H 35.56 38.42 44.60
65 H 32.32 42.56 40.11
66 H 30.85 42.12 43.50
67 H 33.14 32.20 38.94
68 H 29.19 38.64 36.25
69 H 29.03 36.61 36.58
70 H 31.99 44.08 43.88
71 H 31.21 36.24 43.69
72 H 32.12 31.13 39.97
73 H 35.38 38.47 39.94
74 H 35.31 40.43 36.67
75 H 31.04 39.71 37.71
76 H 27.86 37.85 38.36
77 H 28.63 41.88 45.16
78 H 34.97 39.22 45.89
79 H 31.84 38.43 36.78
80 H 33.91 31.62 40.21
81 H 31.53 37.04 47.61
82 H 32.72 34.93 39.65
83 H 29.09 35.19 46.71
84 H 35.77 38.02 37.60

***

No. 4
2 unconnected molecules or ions with the total composition C10H16O2 at a distorted geometry. Source: the Open Molecules 2025 dataset; level of theory: wB97M-V/def2-TZVPD.

## Properties
Spin multiplicity   1
SMILES string   CCc1ccc(O)cc1.CCO
HOMO level   -8.30 eV

Geometry (Å):
1 O -1.50 -3.03 1.96
2 O 1.84 -0.39 1.88
3 C 3.08 0.38 -0.11
4 C -1.01 -0.96 -1.01
5 C -0.95 0.32 -0.50
6 C 2.80 0.53 1.37
7 C -1.15 -0.71 1.70
8 C -1.25 -2.11 -0.26
9 C -2.17 1.73 -2.20
10 C -0.97 0.40 0.90
11 C -0.87 1.56 -1.36
12 C -1.29 -1.98 1.13
13 H 2.29 0.85 -0.68
14 H -0.93 1.39 1.34
15 H -2.00 1.24 -3.15
16 H -1.29 -3.85 1.52
17 H -1.68 -2.99 -0.74
18 H 1.89 -1.17 1.28
19 H -0.79 2.39 -0.66
20 H 0.03 1.60 -1.97
21 H -0.89 -1.04 -2.09
22 H 3.68 0.57 2.01
23 H -3.05 1.36 -1.68
24 H -1.08 -0.57 2.77
25 H 3.19 -0.69 -0.31
26 H 4.04 0.80 -0.41
27 H 2.38 1.53 1.56
28 H -2.35 2.81 -2.27